DFT (wB97M-V/def2-TZVPD) results for an isolated ion of composition CH3BrNO2S and charge -1.

Cartesian coordinates (Å):
C: -0.01 0.19 1.15
N: 0.75 0.18 -0.32
O: -1.45 -1.18 -1.06
O: -0.52 0.48 -2.58
S: -0.22 -0.78 -1.79
Br: 1.25 -0.49 2.42
H: -0.81 -0.59 1.19
H: -0.30 1.11 1.54
H: 1.30 1.09 -0.55

As for the strongest force on any atom: 0.10160 hartree/bohr. The value obtained for the LUMO energy is 3.372 eV. The calculated total energy is -3217.34682 hartree. The charge is -1. As for the energy above the lowest of the compared OMol25 structures with the same formula, charge and spin: 111.43 kJ/mol. The HOMO energy is -4.08 eV. Its multiplicity is 1.